a.
A 2-piece molecular cluster, C5H11N2 overall. Source: the OMol25 dataset; level of theory: ωB97M-V/def2-TZVPD.

Last column: Mulliken charge in e.
Positions of all 18 atoms, in Å:
1 C 0.4359 -1.9628 -0.2873  -0.017
2 C 0.4825 -3.2824 -0.3908  -0.626
3 C -1.3249 -1.2603 1.0098  -0.288
4 N -0.7629 -1.2137 -0.1274  -0.523
5 H 1.3599 -1.3903 -0.3102  0.227
6 H -0.4451 -3.8488 -0.3565  0.275
7 H 1.3857 -3.8539 -0.2448  0.272
8 H -2.2922 -0.7798 1.1516  0.302
9 H -0.8987 -1.6719 1.9277  0.309
10 C 0.1795 2.2740 0.2684  0.090
11 C 1.2353 3.0246 0.0145  -0.713
12 N -0.4689 1.4341 -0.7286  -0.229
13 H -0.2025 2.1193 1.2685  0.357
14 H 1.7194 3.5506 0.8253  0.262
15 H 1.5684 3.2585 -0.9890  0.250
16 H 0.0104 1.4297 -1.6320  0.397
17 H -0.5834 0.3933 -0.4093  0.277
18 H -1.3985 1.7797 -0.9900  0.378

Output
**Total charge**: +1
**Frontier orbital gap**: 9.833 eV

=====

b.
An isolated ion of composition C5H11N2 and charge +1. Source: the OMol25 dataset; level of theory: ωB97M-V/def2-TZVPD.

Last column: Mulliken charge in e.
Positions of all 18 atoms, in Å:
1 C -0.6159 -1.4098 -0.0914  -0.536
2 C -1.1439 0.3050 -1.7137  -0.692
3 C 0.2449 -1.1682 1.2211  -0.622
4 C -1.3317 -0.2086 -0.5181  0.026
5 C 0.2672 1.1747 0.5900  -0.238
6 N 0.9149 2.0674 -0.0766  -0.272
7 N 1.1043 0.0084 0.9708  -0.140
8 H 0.1911 -1.6453 -0.8380  0.262
9 H -1.3531 -2.2028 0.2977  0.284
10 H -0.6841 -0.3343 -2.5249  0.240
11 H -1.7655 1.2682 -1.9362  0.302
12 H -0.5218 -1.0465 2.0787  0.350
13 H 0.7563 -2.0494 1.5611  0.371
14 H -2.0116 0.3678 0.1940  0.320
15 H 0.4533 2.7128 -0.7022  0.289
16 H 1.9510 2.0549 -0.3383  0.236
17 H 1.7217 0.4330 1.6486  0.365
18 H 1.8227 -0.3271 0.1775  0.454

Output
**Total charge**: +1
**Frontier orbital gap**: 8.667 eV

=====

Stability verdict: a, ahead by 46.0 kcal/mol

=====

a.
A 2-piece molecular cluster, C3H10O2 overall. Source: the OMol25 dataset; level of theory: ωB97M-V/def2-TZVPD.

Last column: Mulliken charge in e.
Positions of all 15 atoms, in Å:
1 C -1.0309 -0.0730 2.3413  -1.115
2 C -0.5567 0.3050 0.9045  -0.389
3 C 0.5447 -0.4264 0.3044  -0.370
4 O 0.8462 0.0815 -1.1190  -0.542
5 H -1.0382 -1.1291 2.5348  0.339
6 H -2.0666 0.3253 2.5264  0.293
7 H -0.3455 0.3129 3.0769  0.326
8 H -1.4319 0.1185 0.2431  0.256
9 H -0.4005 1.3413 0.7470  0.343
10 H 1.4723 -0.1756 0.8891  0.260
11 H 0.3683 -1.5747 0.3750  0.263
12 H 1.5116 -0.5230 -1.4273  0.298
13 O 0.6965 0.3156 -4.1665  -0.631
14 H 0.8173 -0.1458 -3.3459  0.361
15 H 0.6135 1.2476 -3.8839  0.309

Output
**SMILES**: CCCO.O
**Frontier orbital gap**: 11.577 eV

=====

b.
A 3-piece molecular cluster, C3H10O2 overall. Source: the OMol25 dataset; level of theory: ωB97M-V/def2-TZVPD.

Last column: Mulliken charge in e.
Positions of all 15 atoms, in Å:
1 C -0.1761 2.2296 1.0556  -0.764
2 C 0.8879 1.8333 1.7311  0.083
3 C 1.3043 0.3943 1.7423  -0.507
4 H -0.4841 3.2482 0.8766  0.296
5 H -0.5599 1.4356 0.4259  0.201
6 H 1.3613 2.5766 2.3687  0.305
7 H 0.4602 -0.2266 1.4870  -0.170
8 H 2.1443 0.2104 1.0779  0.268
9 H 1.6163 0.1354 2.7348  0.325
10 O -1.5272 -0.7636 0.2127  -0.632
11 H -1.1493 -1.1455 1.0095  0.286
12 H -2.4723 -0.9416 0.2812  0.309
13 O -0.0828 -2.6738 -4.0433  -0.640
14 H -0.8306 -2.2068 -3.6511  0.323
15 H 0.5954 -2.6358 -3.3618  0.318

Output
**SMILES**: C=CC.O.O
**Frontier orbital gap**: 10.126 eV

=====

c.
A 2-piece molecular cluster, C3H10O2 overall. Source: the OMol25 dataset; level of theory: ωB97M-V/def2-TZVPD.

Last column: Mulliken charge in e.
Positions of all 15 atoms, in Å:
1 C 0.0552 -1.9526 -1.1108  -1.044
2 C -0.0304 -0.7596 -0.1916  -0.203
3 C 1.3671 -0.2666 0.2173  -0.465
4 O 1.3478 0.8035 1.1420  -0.520
5 H -0.9108 -2.2227 -1.5697  0.305
6 H 0.5040 -2.8610 -0.6750  0.300
7 H 0.7257 -1.5729 -1.9001  0.270
8 H -0.6524 0.0500 -0.6196  0.281
9 H -0.4757 -1.0484 0.7798  0.225
10 H 1.7566 -1.0999 0.8333  0.234
11 H 2.0808 -0.0992 -0.6122  0.318
12 H 2.2308 1.1313 1.4128  0.301
13 O -2.6425 3.4924 0.4138  -0.654
14 H -1.9091 3.0816 0.9253  0.329
15 H -3.4470 3.3238 0.9546  0.324

Output
**SMILES**: CCCO.O
**Frontier orbital gap**: 10.999 eV

=====

Stability verdict: c, ahead by 4.6 kcal/mol

=====

a.
An isolated molecule of C2H7N3O2. Source: the OMol25 dataset; level of theory: ωB97M-V/def2-TZVPD.

Last column: Mulliken charge in e.
Positions of all 14 atoms, in Å:
1 N 1.9338 0.5669 0.3598  -0.609
2 N 0.6244 0.7779 -0.2285  -0.315
3 C -0.3002 -0.1749 0.3474  0.146
4 N 0.1318 -1.5827 -0.1540  -0.573
5 C -1.8179 0.2663 0.0583  0.359
6 O -2.7046 -0.5540 -0.0424  -0.535
7 O -1.8563 1.5880 -0.2399  -0.485
8 H 2.2288 -0.4169 0.1139  0.268
9 H 2.4707 1.3032 -0.1419  0.266
10 H 0.5968 0.5126 -1.2551  0.208
11 H -0.1263 -0.1115 1.4921  0.329
12 H -0.4346 -1.8444 -0.9893  0.245
13 H 0.1878 -2.1571 0.6484  0.233
14 H -0.9341 1.8264 0.0311  0.462

Output
**SMILES**: NN[C@H](N)C(=O)O
**Frontier orbital gap**: 10.772 eV

=====

b.
A 2-piece molecular cluster, C2H7N3O2 overall. Source: the OMol25 dataset; level of theory: ωB97M-V/def2-TZVPD.

Last column: Mulliken charge in e.
Positions of all 14 atoms, in Å:
1 N 1.2370 -0.4782 1.3051  -0.662
2 C 0.8564 -0.7728 0.0991  0.320
3 N 1.3382 -0.2740 -1.0800  -0.423
4 N -0.2819 -1.5833 0.0167  -0.454
5 H 2.1815 -0.0795 1.3740  0.196
6 H 2.3633 -0.0505 -1.0466  0.257
7 H 1.1297 -0.8498 -1.8651  0.210
8 H -0.3048 -2.2136 -0.8164  0.211
9 H -0.5250 -2.0687 0.8709  0.251
10 O -2.9392 0.9820 0.8335  -0.472
11 C -1.9022 1.3937 0.3389  0.866
12 O -1.5287 2.6351 -0.1089  -0.455
13 H -1.0773 0.6360 0.2434  -0.202
14 H -0.5471 2.7235 -0.1647  0.357

Output
**SMILES**: N=C(N)N.O=CO
**Frontier orbital gap**: 9.651 eV

=====

c.
C2H7N3O2 as an isolated structure. Source: the OMol25 dataset; level of theory: ωB97M-V/def2-TZVPD.

Last column: Mulliken charge in e.
Positions of all 14 atoms, in Å:
1 C 1.4917 -1.0140 -0.7131  -0.636
2 C 1.8398 0.5426 0.9247  -0.679
3 H 2.0965 -1.6473 0.4466  0.101
4 H 0.2186 -1.6141 -1.2647  0.293
5 H 2.2795 -0.4381 -1.7232  0.250
6 H 2.5527 -0.6260 1.4713  0.261
7 H 0.6386 0.9820 1.5374  0.266
8 H 2.6183 1.7418 0.6107  0.247
9 H -1.7684 1.4035 -0.1602  0.387
10 N 0.9447 0.2071 -0.2839  0.231
11 N -0.3568 0.0782 -0.2314  0.243
12 N -1.0295 -0.8616 0.4064  0.000
13 O -0.9012 1.4010 -0.5592  -0.424
14 O -2.2905 -0.5184 0.3810  -0.539

Output
**Frontier orbital gap**: 9.038 eV

=====

d.
An isolated molecule of C2H7N3O2. Source: the OMol25 dataset; level of theory: ωB97M-V/def2-TZVPD.

Last column: Mulliken charge in e.
Positions of all 14 atoms, in Å:
1 C 0.8870 -0.9659 -0.1721  -0.885
2 N -0.1721 -0.0215 -0.1214  0.444
3 C 0.0261 1.4460 -0.1488  -0.821
4 N -1.3369 -0.6665 -0.1161  -0.459
5 N -2.3975 -0.0574 -0.2045  0.719
6 O -2.6851 1.1242 -0.2519  -0.731
7 O -3.4321 -1.0342 -0.0949  -0.471
8 H 1.7200 -0.8590 0.4421  0.314
9 H 0.4046 -1.9077 0.0523  0.354
10 H 1.3174 -1.0530 -1.2380  0.260
11 H 0.9978 1.6867 -0.5801  0.337
12 H -0.7438 1.9653 -0.5652  0.347
13 H -0.1596 1.9494 0.8569  0.254
14 H -3.8148 -1.0613 0.7922  0.338

Output
**SMILES**: CN(C)/N=[N+](\[O-])O
**Frontier orbital gap**: 8.917 eV

=====

Stability verdict: b, ahead by 24.6 kcal/mol